The molecule C4H9NO2. Source: OMol25; level of theory: wB97M-V/def2-TZVPD.

Element x y z (Å)
O -1.51383 0.99077 0.19372
O -0.53138 -0.43481 -1.22731
N 1.96864 -0.07155 -0.10619
C 0.89305 0.82686 0.25348
C 1.93855 -1.31663 0.64746
C -0.44869 0.36964 -0.32569
C -2.75302 0.60341 -0.40919
H 0.85576 0.94601 1.34773
H 2.73582 -1.98398 0.30765
H -2.78760 0.93376 -1.44854
H 1.84543 -0.31253 -1.08686
H -3.54027 1.08497 0.16674
H 0.98603 -1.85936 0.56326
H -2.85758 -0.48250 -0.39108
H 1.08713 1.81596 -0.19018
H 2.12197 -1.11004 1.70500

Cartesian forces, eV/Å:
0.2 0.0 0.1
0.1 0.3 0.4
0.0 -0.1 -0.2
0.0 0.0 -0.1
0.0 -0.2 0.2
0.1 -0.2 -0.3
-0.2 0.0 -0.1
-0.2 0.0 -0.4
-0.1 0.2 0.0
0.0 0.0 0.1
0.1 0.1 0.1
0.1 0.0 0.0
0.0 0.0 0.0
0.0 0.1 0.0
-0.1 -0.2 0.2
0.0 0.0 0.0

gap between HOMO and LUMO = 10.05 eV
LUMO level = 0.0336 Eh
E = -363.04187 hartree
HOMO level = -9.13 eV
ΔE to the lowest compared entry with this formula, charge and spin = 114.6 kJ/mol

Atom charges from the Löwdin analysis, given in e for atoms 1 to 6: number 1, O, carries -0.032; number 2, O, carries 0.092; number 3, N, carries -0.126; number 4, C, carries -0.141; number 5, C, carries -0.136; number 6, C, carries -0.490


A cluster of 2 separate species, C4H9NO2 in total. Source: OMol25; level of theory: wB97M-V/def2-TZVPD.

Element x y z (Å)
O 1.13726 -1.82771 0.49973
O 1.17392 -0.50880 -1.35721
N -0.05360 0.73978 0.69322
C 0.59933 -1.27735 -0.42390
C -2.52660 0.77673 0.66169
C 2.54070 -0.18569 -1.11831
C -1.17467 0.20754 0.95577
H 3.07031 -1.06054 -0.73883
H -2.78696 1.39726 1.52496
H -0.14715 1.57429 0.11307
H 2.60877 0.62474 -0.38513
H -0.47058 -1.36740 -0.67128
H -1.14559 -0.76358 1.46789
H 2.94397 0.13292 -2.07995
H -3.29693 0.00796 0.55399
H -2.51285 1.41032 -0.23099

Cartesian forces, eV/Å:
-0.1 0.1 -0.5
0.0 -0.2 0.0
-0.5 0.2 0.1
0.1 -0.6 -0.1
-0.1 0.1 0.0
0.3 0.0 0.0
0.2 0.3 0.2
0.0 0.1 -0.1
-0.2 0.0 -0.1
-0.2 0.2 0.2
0.0 -0.1 -0.1
0.3 -0.3 -0.1
0.0 0.3 0.1
0.0 0.0 0.2
0.1 0.1 0.0
0.0 -0.1 0.2

gap between HOMO and LUMO = 10.95 eV
LUMO level = 0.0345 Eh
E = -363.00427 hartree
HOMO level = -10.01 eV
ΔE to the lowest compared entry with this formula, charge and spin = 213.4 kJ/mol

Atom charges from the Löwdin analysis, given in e for atoms 1 to 6: number 1, O, carries 0.058; number 2, O, carries -0.091; number 3, N, carries 0.094; number 4, C, carries -0.451; number 5, C, carries -0.072; number 6, C, carries -0.062


The molecule C4H9NO2 in a non-equilibrium geometry. Source: OMol25; level of theory: wB97M-V/def2-TZVPD.

Element x y z (Å)
O -2.48614 0.62390 1.02474
O -0.55095 1.23936 1.91776
N 1.63546 0.92603 -0.93498
C -1.32344 0.37953 1.17979
C 1.18684 -0.45032 -1.21113
C -0.49644 -0.79861 0.72048
C -0.24511 -0.73130 -0.81674
H 1.79933 -1.08412 -0.59229
H 0.42347 -0.72496 1.30270
H 1.27150 -0.57183 -2.28246
H -1.11436 -1.65795 0.97275
H -1.18174 1.88250 2.28273
H 1.66063 1.06772 0.05931
H -0.98137 -0.04497 -1.23781
H 0.95380 1.63304 -1.21184
H -0.55149 -1.68800 -1.17300

Cartesian forces, eV/Å:
-0.2 -0.5 -0.4
-0.3 -0.1 0.0
-0.2 0.3 0.1
0.7 0.7 0.8
-0.8 1.6 0.3
-0.5 1.1 -0.3
-0.8 -0.1 1.0
0.6 -0.6 -0.4
0.0 -0.5 -0.1
0.4 -0.6 -0.2
0.4 -0.2 0.1
0.2 0.1 -0.1
0.3 -0.1 0.6
0.3 0.3 -0.2
0.0 -0.4 -0.5
0.0 -0.9 -0.6

gap between HOMO and LUMO = 10.26 eV
LUMO level = 0.0269 Eh
E = -363.05375 hartree
HOMO level = -9.53 eV
ΔE to the lowest compared entry with this formula, charge and spin = 83.4 kJ/mol

Atom charges from the Löwdin analysis, given in e for atoms 1 to 6: number 1, O, carries 0.107; number 2, O, carries 0.069; number 3, N, carries -0.002; number 4, C, carries -0.530; number 5, C, carries -0.273; number 6, C, carries -0.087


A cluster of 2 separate species, C4H9NO2 in total. Source: OMol25; level of theory: wB97M-V/def2-TZVPD.

Element x y z (Å)
O 1.42966 2.48942 0.34439
O -0.19525 1.10913 -0.42561
N 1.25080 0.28276 1.03555
C 0.16772 -0.67389 1.03572
C -0.50166 -0.28876 -0.28879
C 0.89573 1.41267 0.33350
C -1.99802 -0.49810 -0.34337
H 1.84970 0.49543 -2.22462
H -2.49417 0.06835 0.45054
H -0.00324 -0.81408 -1.11384
H 0.51894 -1.71047 1.03678
H -2.40130 -0.17079 -1.30495
H -0.52330 -0.52749 1.88061
H -2.23330 -1.56050 -0.21812
H 2.34996 -0.00872 -2.00281
H 1.88775 0.39503 1.80503

Cartesian forces, eV/Å:
-0.2 -0.4 0.0
0.1 0.1 0.0
0.1 0.1 0.0
-0.2 -0.1 0.0
-0.1 -0.2 0.0
0.2 0.2 0.0
0.0 0.0 0.0
0.1 0.0 0.0
0.1 -0.1 -0.1
-0.1 0.1 0.1
0.0 0.2 0.0
0.1 0.0 0.1
0.1 0.0 -0.1
0.0 0.1 0.0
0.0 0.0 0.0
-0.1 0.0 0.0

gap between HOMO and LUMO = 10.91 eV
LUMO level = 0.0310 Eh
E = -363.04293 hartree
HOMO level = -10.06 eV
ΔE to the lowest compared entry with this formula, charge and spin = 111.9 kJ/mol

Atom charges from the Löwdin analysis, given in e for atoms 1 to 6: number 1, O, carries 0.101; number 2, O, carries 0.026; number 3, N, carries 0.090; number 4, C, carries -0.126; number 5, C, carries -0.359; number 6, C, carries -0.593


The molecule C4H9NO2 in a non-equilibrium geometry. Source: OMol25; level of theory: wB97M-V/def2-TZVPD.

Element x y z (Å)
O 1.43184 1.06136 -1.04567
O -1.15029 0.10567 -0.67724
N 1.06267 -0.32939 -1.17243
C -0.56405 0.78734 1.61379
C -0.30491 -0.37720 -1.70789
C -0.53112 -0.37709 0.64254
C 0.85130 -0.86387 0.28146
H 0.87922 -1.95838 0.24446
H 1.64680 -0.52482 0.95213
H -0.57530 -1.40986 -1.96083
H -1.17008 -1.19321 0.99429
H 0.10638 1.59542 1.30559
H -0.28828 0.46855 2.62338
H -0.41747 0.22840 -2.61579
H -1.56868 1.22284 1.64108
H 0.59197 1.56423 -1.11886

Cartesian forces, eV/Å:
-0.6 0.0 -0.3
0.7 -0.4 1.5
-0.2 -0.6 1.2
-0.3 0.3 -0.2
0.3 -0.2 0.6
-1.2 0.9 -0.9
0.2 0.2 -1.9
0.1 0.2 -0.2
-0.2 0.2 -0.4
0.3 0.0 0.1
0.0 0.1 -0.1
0.1 -0.3 0.0
0.0 0.0 -0.1
0.1 0.1 0.4
0.1 -0.2 0.1
0.5 -0.3 0.3

gap between HOMO and LUMO = 10.28 eV
LUMO level = 0.0352 Eh
E = -362.96308 hartree
HOMO level = -9.32 eV
ΔE to the lowest compared entry with this formula, charge and spin = 321.5 kJ/mol

Atom charges from the Löwdin analysis, given in e for atoms 1 to 6: number 1, O, carries -0.065; number 2, O, carries -0.124; number 3, N, carries -0.117; number 4, C, carries -0.050; number 5, C, carries -0.218; number 6, C, carries -0.314


A cluster of 2 separate species, C4H9NO2 in total. Source: OMol25; level of theory: wB97M-V/def2-TZVPD.

Element x y z (Å)
O -0.57033 1.22367 -0.83565
O -0.97364 -0.98089 -0.65124
N 1.84632 -0.26371 0.42553
C 1.95613 0.88198 0.95934
C -1.50815 0.37886 1.20850
C -0.42854 -1.13364 -1.96164
C -0.95792 0.27471 -0.19128
H -0.47131 -2.20135 -2.17974
H 2.64185 1.12445 1.78008
H 0.60251 -0.77332 -1.97946
H -1.88331 -0.57684 1.57568
H 1.31786 1.68703 0.58760
H -2.30789 1.12372 1.20777
H -0.72114 0.73978 1.87735
H 2.48515 -0.93219 0.86061
H -1.02762 -0.57228 -2.68347

Cartesian forces, eV/Å:
-0.2 -0.3 0.2
-0.1 0.1 0.1
0.2 0.3 0.3
0.0 -0.1 -0.1
0.0 0.0 0.0
0.1 -0.1 -0.2
0.0 0.3 0.0
0.0 0.2 0.0
0.0 -0.1 -0.1
-0.1 -0.1 0.0
0.1 0.1 -0.1
0.1 -0.1 0.0
0.1 -0.1 0.0
-0.1 -0.1 -0.1
0.0 0.1 0.0
0.1 -0.1 0.1

gap between HOMO and LUMO = 11.11 eV
LUMO level = 0.0383 Eh
E = -363.02306 hartree
HOMO level = -10.06 eV
ΔE to the lowest compared entry with this formula, charge and spin = 164.0 kJ/mol

Atom charges from the Löwdin analysis, given in e for atoms 1 to 6: number 1, O, carries 0.064; number 2, O, carries -0.057; number 3, N, carries 0.055; number 4, C, carries -0.117; number 5, C, carries 0.017; number 6, C, carries -0.060


The molecule C4H9NO2 in a non-equilibrium geometry. Source: OMol25; level of theory: wB97M-V/def2-TZVPD.

Element x y z (Å)
O -1.27113 -0.79820 -0.28016
O 1.03820 -0.71400 0.02882
N -0.17890 1.20292 0.44163
C -0.41398 -0.17936 0.58343
C 0.77228 -1.30321 -1.23257
C 0.17336 1.93154 1.65788
C -0.64224 -0.82151 -1.54589
H -1.21323 -1.48217 -2.19261
H -0.62846 0.19973 -1.94754
H 1.44443 -0.99472 -2.05715
H 1.12196 1.59841 2.11185
H 0.26697 2.99093 1.39571
H -0.62124 1.84036 2.40802
H 0.64128 1.15871 -0.15773
H 0.82943 -2.39781 -1.16846
H -0.83019 -0.40165 1.59496

Cartesian forces, eV/Å:
-0.2 0.1 -0.2
-1.2 -0.3 0.9
0.0 0.1 -0.3
1.0 -0.4 -0.2
-0.4 -0.2 0.0
0.0 0.1 0.1
-0.1 0.0 -0.3
0.0 0.0 -0.1
0.0 -0.2 -0.1
0.0 0.2 0.7
-0.2 0.0 -0.1
0.0 -0.2 0.2
0.1 0.0 -0.2
-0.2 0.9 0.0
-0.1 0.1 0.0
1.2 -0.4 -0.4

gap between HOMO and LUMO = 10.33 eV
LUMO level = 0.0399 Eh
E = -362.98581 hartree
HOMO level = -9.24 eV
ΔE to the lowest compared entry with this formula, charge and spin = 261.8 kJ/mol

Atom charges from the Löwdin analysis, given in e for atoms 1 to 6: number 1, O, carries -0.049; number 2, O, carries -0.126; number 3, N, carries -0.051; number 4, C, carries -0.306; number 5, C, carries -0.210; number 6, C, carries -0.107


A cluster of 2 separate species, C4H9NO2 in total. Source: OMol25; level of theory: wB97M-V/def2-TZVPD.

Element x y z (Å)
O -2.44568 0.93469 -0.31545
O -0.49974 1.55700 -1.28188
N 0.21417 -1.06825 0.63102
C -1.99207 1.47995 0.93085
C 1.22425 -0.80332 -0.09431
C -1.57483 1.00872 -1.31391
C 2.54472 -1.51915 -0.11510
H -1.63969 2.50491 0.79183
H 2.73991 -1.92696 -1.11379
H 0.40974 -1.87325 1.23442
H 3.35507 -0.81471 0.10581
H -1.18543 0.85046 1.31476
H 2.57762 -2.33662 0.61308
H -1.98835 0.50563 -2.20024
H 1.11912 0.04375 -0.77860
H -2.85881 1.45715 1.59151

Cartesian forces, eV/Å:
0.1 0.0 -0.1
-0.5 -0.2 0.0
0.4 -0.1 -0.1
0.0 0.1 0.2
-0.2 0.0 0.1
0.3 0.2 -0.1
0.0 -0.1 0.1
-0.1 -0.1 0.0
0.0 0.1 0.1
0.0 0.1 -0.1
-0.1 -0.1 0.0
-0.1 0.1 0.0
0.0 0.1 -0.1
0.1 0.1 0.1
0.1 -0.1 0.1
0.1 0.0 -0.1

gap between HOMO and LUMO = 11.08 eV
LUMO level = 0.0385 Eh
E = -363.02251 hartree
HOMO level = -10.04 eV
ΔE to the lowest compared entry with this formula, charge and spin = 165.5 kJ/mol

Atom charges from the Löwdin analysis, given in e for atoms 1 to 6: number 1, O, carries -0.066; number 2, O, carries 0.037; number 3, N, carries 0.089; number 4, C, carries -0.059; number 5, C, carries -0.291; number 6, C, carries -0.375


The molecule C4H9NO2. Source: OMol25; level of theory: wB97M-V/def2-TZVPD.

Element x y z (Å)
O -2.01469 0.92460 -0.32246
O 1.67523 1.68590 -0.48175
N -0.34799 0.35548 1.13573
C -1.59449 0.79163 0.81052
C 0.99226 0.54396 -0.94741
C -0.15361 -1.62708 -0.32249
C 0.52651 -0.36028 0.19632
H 0.13536 0.80794 -1.57925
H -0.16428 0.22856 2.11905
H -1.12036 -1.37698 -0.76776
H -2.20764 1.02919 1.70516
H -0.32079 -2.33766 0.49326
H 1.70843 -0.01967 -1.55494
H 1.01674 2.25349 -0.06227
H 1.41859 -0.62106 0.77755
H 0.46208 -2.11627 -1.08410

Cartesian forces, eV/Å:
0.1 -0.1 0.3
-0.1 0.2 0.1
-0.2 -0.1 0.0
0.0 0.1 0.0
-0.1 -0.3 -0.2
0.0 0.0 0.0
0.1 -0.1 0.0
0.1 0.0 0.1
0.0 0.0 -0.1
0.2 0.0 0.0
0.1 0.1 -0.2
0.0 0.1 -0.1
-0.1 0.1 0.1
0.2 0.0 0.0
-0.1 0.0 -0.1
-0.1 0.1 0.1

gap between HOMO and LUMO = 10.74 eV
LUMO level = 0.0269 Eh
E = -363.05200 hartree
HOMO level = -10.01 eV
ΔE to the lowest compared entry with this formula, charge and spin = 88.0 kJ/mol

Atom charges from the Löwdin analysis, given in e for atoms 1 to 6: number 1, O, carries 0.017; number 2, O, carries -0.052; number 3, N, carries 0.050; number 4, C, carries -0.357; number 5, C, carries -0.243; number 6, C, carries -0.049


The molecule C4H9NO2. Source: OMol25; level of theory: wB97M-V/def2-TZVPD.

Element x y z (Å)
O -0.42088 -1.90836 1.22341
O 2.03549 -1.54988 0.15154
N 1.05211 0.48653 -0.30082
C -0.27403 0.38543 0.32691
C -0.88909 -1.02121 0.25128
C -1.18210 1.39979 -0.36345
C 2.05914 -0.41262 -0.29533
H 1.29379 1.39704 -0.66459
H -1.37581 1.10053 -1.40035
H 2.96988 -0.01190 -0.77626
H 0.52049 -2.05317 1.01394
H -2.13986 1.46847 0.16003
H -0.76415 -1.40716 -0.77463
H -1.96468 -0.90855 0.42916
H -0.73839 2.40251 -0.37409
H -0.18189 0.63255 1.39328

Cartesian forces, eV/Å:
0.2 -0.1 0.0
0.0 0.4 -0.1
0.1 -0.1 0.0
-0.1 0.0 0.1
-0.2 0.2 -0.2
-0.1 0.0 0.0
0.0 -0.1 0.0
0.0 -0.1 0.0
0.0 0.0 0.1
-0.1 0.0 0.0
-0.1 0.0 0.1
0.1 0.0 -0.1
0.0 0.0 0.1
0.1 0.0 0.0
0.0 -0.2 0.0
0.0 0.0 -0.1

gap between HOMO and LUMO = 10.64 eV
LUMO level = 0.0264 Eh
E = -363.05616 hartree
HOMO level = -9.92 eV
ΔE to the lowest compared entry with this formula, charge and spin = 77.1 kJ/mol

Atom charges from the Löwdin analysis, given in e for atoms 1 to 6: number 1, O, carries -0.066; number 2, O, carries 0.012; number 3, N, carries 0.061; number 4, C, carries -0.338; number 5, C, carries -0.252; number 6, C, carries -0.063